Entry 1:
Computed, not measured: C31H55BrCdNO3P3 as an isolated structure, with ωB97M-V/def2-TZVPD.

Summary:
E_tot in Eh: -5259.77919
Charge: +2
Energy above the lowest of the compared OMol25 structures with the same formula, charge and spin in kcal per mole: 92.5
HOMO level (alpha / beta) in eV: -12.745 / -12.854
E_LUMO (alpha / beta) in eV: -7.5400 / -7.7374

Positions of all 95 atoms, in Å:
N -4.68029 4.72537 -4.65809
C -4.16808 5.29423 -3.56868
C -2.93282 4.89743 -3.04304
C -2.17479 3.87903 -3.67376
C -2.73919 3.33640 -4.86208
C -3.99330 3.77812 -5.30068
C -0.98630 3.32186 -3.02827
Cd 1.39397 2.63857 -3.05854
P 4.11279 0.74471 -1.82652
C -0.57029 1.95931 -3.31061
C -0.74348 0.86935 -2.33744
C 0.09577 -0.27231 -2.46595
C 0.47720 -1.00305 -1.37439
C -0.32376 -1.05900 -0.13629
C -1.34266 0.02784 -0.11111
C -1.52529 0.92722 -1.13144
Br 0.89453 -0.93166 1.37265
H -0.78713 3.80823 -2.05321
H -0.46481 1.64591 -4.37455
H -2.59254 5.32905 -2.10519
H -2.23860 2.51318 -5.36754
H -4.74911 6.07954 -3.08256
H -4.44249 3.33514 -6.19417
H 0.45659 -0.56035 -3.46424
H -2.30882 1.70411 -1.00579
H 1.36492 -1.64570 -1.41341
H -1.83206 0.14178 0.85721
P -1.02789 -2.83186 -0.38820
C 3.22637 2.08419 -0.96352
C 4.23908 3.07781 -0.36613
H 2.54787 1.64470 -0.21326
H 2.68102 2.70923 -1.73237
H 3.69126 3.88344 0.13431
H 4.94797 2.62678 0.33674
H 4.80874 3.54070 -1.18376
C 3.56798 -0.27649 -3.24086
C 4.56745 -1.40061 -3.56011
H 3.49249 0.40991 -4.09572
H 2.57358 -0.67259 -3.00730
H 4.25310 -1.91631 -4.47274
H 5.57338 -1.01218 -3.73816
H 4.63895 -2.15037 -2.76548
C 4.07937 -0.55696 -0.53931
C 5.32871 -0.52189 0.35706
H 4.01748 -1.54182 -1.02364
H 3.16141 -0.44433 0.05913
H 5.22101 -1.24116 1.18557
H 6.22602 -0.80945 -0.21484
H 5.51215 0.46872 0.80519
C -0.97412 -3.76767 1.15269
C -1.49772 -5.18057 0.91876
H -1.53507 -3.23173 1.92913
H 0.07922 -3.76103 1.47386
H -2.58880 -5.21841 0.82783
H -1.07117 -5.62906 0.01630
H -1.21301 -5.81657 1.76461
C -0.12916 -3.77549 -1.68967
C -0.55657 -3.40184 -3.11438
H -0.26391 -4.85814 -1.55504
H 0.94084 -3.58011 -1.54515
H -1.58933 -3.70167 -3.33880
H -0.46304 -2.32556 -3.31010
H 0.09408 -3.90916 -3.83972
C -2.71074 -2.62342 -1.03361
C -3.81029 -2.30694 -0.01465
H -2.96740 -3.53224 -1.60099
H -2.61976 -1.79137 -1.74853
H -4.48539 -1.55757 -0.45727
H -4.42061 -3.19496 0.20896
H -3.44394 -1.89073 0.93797
C -0.86715 -2.66421 4.70370
C -2.08678 -1.79565 4.55851
O -1.76478 -0.64490 3.71875
P -1.97918 0.93883 4.15653
O -1.12572 1.03613 5.55528
C 0.27747 0.73930 5.73837
C 0.45530 0.45306 7.20867
O -0.97834 1.59886 3.01788
C -0.21122 2.83260 3.06627
C -0.78293 3.82130 2.08197
H -0.42203 -2.91354 3.73474
H -1.15074 -3.59507 5.20304
H -0.10052 -2.18143 5.32004
H -2.89241 -2.33188 4.03739
H -2.47244 -1.47903 5.54113
H 0.58523 -0.11665 5.11869
H 0.87068 1.61533 5.44061
H -0.09050 -0.44975 7.50706
H 1.51612 0.30128 7.42551
H 0.09334 1.28842 7.81799
H -0.20962 3.23848 4.08873
H 0.81764 2.56448 2.80085
H -1.78592 4.12254 2.39894
H -0.15269 4.71245 2.05305
H -0.84439 3.40962 1.06920

Cartesian forces, eV/Å:
-0.28 0.13 -0.30
0.81 -0.54 -0.03
0.08 -0.05 -0.01
-0.50 0.10 -0.42
-0.05 -0.04 0.52
0.78 -0.05 0.44
-1.99 1.53 0.32
1.25 0.53 -0.34
3.61 -0.88 0.13
-1.13 -2.69 0.19
-0.50 1.17 -0.98
0.89 -1.19 0.57
0.42 0.59 -1.57
0.41 -0.02 -1.11
-0.36 0.65 0.08
-0.18 0.11 1.17
-0.26 -0.20 0.46
-0.05 -0.69 -0.38
-0.28 0.15 0.74
0.05 0.04 -0.16
-0.15 0.24 -0.11
0.09 -0.26 -0.16
0.05 0.23 0.33
0.48 0.64 0.50
0.79 -0.43 -0.08
-0.58 0.10 -0.23
-0.29 0.06 -0.40
-0.59 -0.13 0.39
-0.73 -0.21 0.08
-0.18 0.48 -0.37
-0.21 0.56 -0.28
0.33 0.21 0.82
0.13 -0.17 0.12
-0.31 -0.08 -0.22
0.00 -0.24 0.29
-1.61 0.53 -0.25
0.13 0.12 -0.02
-0.09 -0.30 -0.12
0.13 -0.26 -0.50
-0.02 0.11 0.14
-0.12 0.06 0.07
-0.06 0.20 -0.17
-0.03 -0.03 0.63
0.11 -0.28 0.30
-0.03 0.32 0.15
0.37 -0.07 -0.11
0.07 0.24 -0.25
-0.34 0.21 0.19
-0.11 -0.37 -0.24
0.15 0.18 -0.06
-0.11 -0.51 0.19
0.05 -0.01 -0.24
-0.25 -0.07 -0.10
0.19 0.11 0.02
-0.10 -0.04 0.32
-0.12 0.12 -0.19
0.36 0.30 -0.10
0.00 0.09 -0.54
-0.14 0.45 0.26
-0.20 -0.21 -0.01
0.35 0.04 0.12
-0.18 -0.65 0.07
-0.18 0.02 0.26
0.04 0.03 -0.05
-0.47 0.26 0.29
0.22 0.32 0.12
0.01 -0.31 -0.01
0.19 -0.29 0.27
0.33 0.29 -0.01
-0.07 -0.14 -0.33
0.27 -0.19 0.30
-0.35 0.74 -0.34
0.42 0.02 -0.24
0.21 0.19 0.99
-0.13 0.05 -0.92
-0.20 0.09 0.04
0.23 -0.14 0.23
0.25 -0.50 -0.08
-0.35 -0.65 0.31
-0.20 0.27 0.10
-0.08 0.11 0.18
0.06 0.03 -0.03
-0.14 -0.09 -0.15
0.12 0.10 0.18
0.15 0.00 -0.34
-0.17 0.24 0.06
-0.16 -0.18 0.00
0.08 0.17 -0.09
-0.08 -0.01 0.06
0.07 -0.15 -0.18
-0.04 -0.09 -0.28
-0.10 -0.01 0.11
0.11 -0.01 -0.14
-0.04 0.02 0.00
0.04 -0.10 0.14



Entry 2:
Computed, not measured: C4H8N4O as an isolated structure, with ωB97M-V/def2-TZVPD.

Summary:
E_tot in Eh: -451.31953
Energy above the lowest of the compared OMol25 structures with the same formula, charge and spin in kcal per mole: 124.7
HOMO level in eV: -9.737
E_LUMO in eV: -1.2580

Positions of all 17 atoms, in Å:
C -0.18739 1.70018 -1.07756
C 0.78281 0.32605 1.10800
C -0.45628 -1.07614 -0.71600
C 0.52828 -0.00204 -0.30458
N 0.90672 2.47560 -1.00963
N -0.20805 1.11619 -2.44780
N 1.61294 2.27619 -2.02877
N 0.93118 1.56232 -2.88518
O -1.28966 1.94246 -0.37262
H 1.55401 1.05704 1.29439
H 1.08795 -0.69972 1.60526
H -0.22374 0.51499 1.65927
H -0.62570 -1.06192 -1.78321
H -1.42895 -0.84057 -0.21871
H -0.27024 -2.19162 -0.36290
H 1.43201 0.10383 -0.97011
H -2.03943 1.41914 -0.76986

Cartesian forces, eV/Å:
-0.31 -2.97 -2.10
-1.79 -2.64 2.18
-0.84 -1.26 1.53
1.50 1.09 -2.42
0.36 0.76 2.98
1.71 2.63 1.90
0.70 1.66 0.48
-1.93 -3.52 -3.06
-1.98 -0.20 -0.15
-0.10 0.24 -0.03
-0.26 1.79 -0.86
1.74 0.20 -0.90
0.14 -0.19 -0.09
0.47 -0.14 -0.33
0.26 2.40 -0.54
-0.79 -0.68 0.88
1.13 0.83 0.53



Entry 3:
Computed, not measured: C6H9BClNO3 in the gas phase, with ωB97M-V/def2-TZVPD.

Summary:
E_tot in Eh: -999.51151
Energy above the lowest of the compared OMol25 structures with the same formula, charge and spin in kcal per mole: 77.2
SMILES string: CO/C(=N/C=C\C=C/Cl)B(O)O
HOMO level in eV: -7.632
E_LUMO in eV: 0.3144

Positions of all 21 atoms, in Å:
B 0.68006 0.18082 1.73925
C 0.86568 -1.09414 -2.03361
C -0.22704 -1.67568 -1.23401
C 1.20997 0.17550 -1.76643
C -0.11131 -1.75442 0.07299
C -0.02620 0.62131 0.33735
C -1.94638 1.72488 -0.46044
N 0.65761 0.87425 -0.74674
O 0.01820 -0.46081 2.68540
O 1.89326 0.81216 1.86630
O -1.18581 1.28581 0.60381
Cl 1.47271 -2.22649 0.80462
H 0.97369 -1.67298 -2.99536
H -1.22152 -1.76425 -1.64901
H 1.95376 0.88452 -2.34090
H -0.91464 -1.85652 0.82558
H -1.52599 2.10285 -1.38497
H -2.50555 2.53619 0.00106
H -2.72800 0.89894 -0.60085
H 0.29151 -0.55948 3.56367
H 2.37600 0.96753 2.71230

Cartesian forces, eV/Å:
1.36 1.42 -0.54
-1.49 -2.77 -1.82
0.78 0.98 -0.73
1.88 2.57 0.64
-0.23 -1.81 2.13
1.88 0.96 -0.69
-3.46 -0.26 0.05
-1.77 0.17 0.56
-2.23 -0.46 -0.79
0.61 0.46 0.72
2.38 -1.03 0.47
-0.60 0.54 -0.50
0.55 1.41 0.82
-0.20 0.00 -0.22
-1.53 -2.03 0.70
0.55 -0.27 -0.71
0.74 -0.47 0.11
-0.24 0.28 -0.35
1.01 1.07 -0.57
0.96 -0.09 1.69
-0.95 -0.65 -0.96



Entry 4:
Computed, not measured: C3H3N3O2 in the gas phase, with ωB97M-V/def2-TZVPD.

Summary:
E_tot in Eh: -430.75641
Energy above the lowest of the compared OMol25 structures with the same formula, charge and spin in kcal per mole: 103.3
SMILES string: C=COc1nnno1
HOMO level in eV: -10.253
E_LUMO in eV: 0.7710

Positions of all 11 atoms, in Å:
C 1.69878 0.73274 0.44711
C 1.24694 0.53574 -0.80188
C -0.90210 -0.33112 -0.35224
H 1.17752 0.50174 1.33515
H 2.74923 1.01645 0.49464
H 1.88370 0.67426 -1.67032
N -0.84723 -0.46970 0.94671
N -2.09653 -0.95105 1.31254
N -2.82976 -1.08683 0.32842
O 0.00867 0.04972 -1.21113
O -2.08922 -0.67196 -0.82899

Cartesian forces, eV/Å:
0.47 -0.29 -2.06
0.87 -0.02 1.30
-0.81 -0.45 1.29
-0.52 -0.03 0.62
-0.32 0.15 0.09
-0.37 0.06 0.08
0.06 -0.01 0.21
0.98 0.43 -0.85
-0.10 0.11 -0.43
-0.29 0.15 -0.11
0.04 -0.09 -0.14



Entry 5:
Computed, not measured: C3H5B in the gas phase, with ωB97M-V/def2-TZVPD.

Summary:
E_tot in Eh: -141.98438
Energy above the lowest of the compared OMol25 structures with the same formula, charge and spin in kcal per mole: 54.2
SMILES string: C1B2CC12
HOMO level in eV: -9.343
E_LUMO in eV: -0.6634

Positions of all 9 atoms, in Å:
B -1.00201 0.56470 0.09864
C -0.43372 -0.73730 0.82162
C -0.05423 0.54579 -1.16074
C 0.39228 0.49787 0.42513
H -0.54721 -0.71557 2.02447
H -0.25751 -1.76304 0.42954
H 0.20772 -0.38223 -1.66709
H 0.28317 1.35363 -1.81190
H 1.41152 0.63614 0.84034

Cartesian forces, eV/Å:
1.32 -2.30 -1.31
-1.73 0.63 3.84
-0.01 0.40 0.64
1.86 0.60 -0.21
0.17 -0.35 -2.91
-0.05 0.87 -0.04
-0.49 -0.25 -0.03
-0.18 0.41 0.81
-0.89 0.00 -0.80



Entry 6:
Computed, not measured: a 2-piece molecular cluster, C3H2O2 overall, with ωB97M-V/def2-TZVPD.

Summary:
E_tot in Eh: -265.77342
Energy above the lowest of the compared OMol25 structures with the same formula, charge and spin in kcal per mole: 111.6
HOMO level (alpha / beta) in eV: -9.913 / -9.732
E_LUMO (alpha / beta) in eV: -1.9077 / -1.6826

Positions of all 7 atoms, in Å:
C -0.35600 0.87094 -0.53092
C -0.31110 -0.47502 -0.67623
C 1.01285 -0.92540 1.52566
O -0.18508 1.45881 0.58695
O 1.17208 -1.51591 0.48985
H -0.43428 1.58164 -1.43778
H -0.89847 -0.99505 0.04246

Cartesian forces, eV/Å:
0.26 5.55 1.49
-0.29 -1.87 -1.26
1.22 -3.47 -5.33
0.09 -1.33 -2.02
-0.05 3.17 6.41
-0.14 -1.27 0.83
-1.09 -0.78 -0.12



Q: Which value of E_tot does entry 4 give?
A: -430.75641 Eh